Record 1
C4H9NO2 in the gas phase. Source: the Open Molecules 2025 dataset; level of theory: ωB97M-V/def2-TZVPD.

The LUMO energy comes out at 0.811 eV. Its electronic energy is -9879.337 eV. Its energy above the lowest of the compared OMol25 structures with the same formula, charge and spin is 16.7 kcal/mol. The HOMO energy comes out at -9.888 eV. The value obtained for the largest force on an atom is 0.009 Eh/bohr. As for the SMILES: C[C@@H](O)CC(N)=O.

CARTESIAN COORDINATES (ANGSTROEM)
C 1.5726 -0.9430 -0.9937
C 0.7377 -0.5889 0.2304
O 1.4818 -0.5081 1.4279
C -0.0865 0.7180 -0.0607
C -1.5330 0.2793 -0.0483
N -2.3879 0.9130 0.8053
O -1.8826 -0.6958 -0.6927
H 2.3148 -0.1577 -1.1867
H 0.8975 -1.0076 -1.8542
H 2.0891 -1.9020 -0.8841
H 0.0466 -1.4205 0.4061
H 2.0610 0.2591 1.3616
H 0.1060 1.5405 0.6434
H 0.1673 1.1049 -1.0575
H -3.3247 0.5389 0.8112
H -2.2597 1.8700 1.0921

Cartesian forces (eV/Å) of the 2 atoms listed first:
C 0.060 0.032 -0.015
C -0.143 -0.010 -0.275

natural (NBO) atomic charge list, values in e, 8 entries: -0.63 0.11 -0.71 -0.54 0.68 -0.82 -0.63 0.19

Record 2
C4H9NO2 in the gas phase. Source: the Open Molecules 2025 dataset; level of theory: ωB97M-V/def2-TZVPD.

The LUMO energy comes out at 0.435 eV. Its electronic energy is -9877.046 eV. Its energy above the lowest of the compared OMol25 structures with the same formula, charge and spin is 69.5 kcal/mol. The HOMO energy comes out at -8.692 eV. The value obtained for the largest force on an atom is 0.099 Eh/bohr. As for the SMILES: CN(C)CC(=O)O.

CARTESIAN COORDINATES (ANGSTROEM)
C 0.1951 0.7928 1.3149
N -0.5639 -0.2197 0.5271
C -2.0454 0.0119 0.4815
C 0.0872 -0.5292 -0.8053
C 1.6953 -0.5252 -0.7489
O 2.3559 -1.5173 -0.3523
O 2.3132 0.5127 -1.5911
H 0.9484 0.1585 1.8505
H 0.5936 1.5752 0.7883
H -0.5972 1.1713 1.9468
H -2.4453 -0.3131 1.4555
H -2.2875 -0.8335 -0.1989
H -2.6053 0.9303 0.1762
H -0.3147 -1.5037 -1.1371
H -0.2602 0.2849 -1.5231
H 2.9308 0.0042 -2.1840

Cartesian forces (eV/Å) of the 2 atoms listed first:
C -1.647 -3.848 1.245
N 0.548 1.125 -0.692

natural (NBO) atomic charge list, values in e, 8 entries: -0.43 -0.43 -0.44 -0.32 0.78 -0.54 -0.73 0.21

Record 3
2 unconnected molecules or ions with the total composition C4H9NO2. Source: the Open Molecules 2025 dataset; level of theory: ωB97M-V/def2-TZVPD.

The LUMO energy comes out at 0.110 eV. Its electronic energy is -9876.274 eV. Its energy above the lowest of the compared OMol25 structures with the same formula, charge and spin is 87.3 kcal/mol. The HOMO energy comes out at -9.157 eV. The value obtained for the largest force on an atom is 0.009 Eh/bohr.

CARTESIAN COORDINATES (ANGSTROEM)
C 0.9709 1.9730 0.3715
C -0.2437 1.0985 0.0824
N 0.1116 -0.2913 -0.2159
C 0.4214 -1.1840 0.9208
O 0.8838 -0.7572 1.9604
O 0.0702 -2.3469 0.5449
C -1.1162 -1.7643 -0.9458
H 1.6400 2.0137 -0.4972
H 0.6587 2.9964 0.6030
H 1.5191 1.5664 1.2252
H -0.9133 1.0757 0.9472
H -0.8156 1.4828 -0.7721
H 0.8913 -0.3299 -0.8727
H -0.9961 -2.8190 -1.1736
H -1.9790 -1.5522 -0.3245
H -1.1031 -1.1615 -1.8535

Cartesian forces (eV/Å) of the 2 atoms listed first:
C 0.050 0.021 0.016
C -0.113 0.071 0.013

natural (NBO) atomic charge list, values in e, 8 entries: -0.63 -0.23 -0.58 0.87 -0.64 -0.64 -0.21 0.20

Record 4
2 unconnected molecules or ions with the total composition C4H9NO2. Source: the Open Molecules 2025 dataset; level of theory: ωB97M-V/def2-TZVPD.

The LUMO energy comes out at 0.855 eV. Its electronic energy is -9876.993 eV. Its energy above the lowest of the compared OMol25 structures with the same formula, charge and spin is 70.7 kcal/mol. The HOMO energy comes out at -10.206 eV. The value obtained for the largest force on an atom is 0.036 Eh/bohr.

CARTESIAN COORDINATES (ANGSTROEM)
C -1.4894 1.6761 0.7403
N -1.2927 0.5278 1.5538
C -0.9575 -0.4619 2.0686
O 0.9326 -1.3395 0.7627
C 0.4664 -1.4177 -0.5766
C 1.1862 -0.3469 -1.4196
O 1.2151 0.8728 -0.7066
H -0.6546 1.7258 0.0335
H -2.4320 1.5738 0.2012
H -1.5193 2.5669 1.3680
H 0.2049 -1.4462 1.4647
H 0.6837 -2.4070 -1.0030
H -0.6201 -1.2499 -0.6478
H 2.2106 -0.6682 -1.6677
H 0.6627 -0.1752 -2.3710
H 1.4033 0.5693 0.1994

Cartesian forces (eV/Å) of the 2 atoms listed first:
C -0.057 0.210 -0.140
N 0.240 -0.753 0.408

natural (NBO) atomic charge list, values in e, 8 entries: -0.45 -0.45 0.25 -0.78 -0.09 -0.08 -0.74 0.27

Record 5
2 unconnected molecules or ions with the total composition C4H9NO2. Source: the Open Molecules 2025 dataset; level of theory: ωB97M-V/def2-TZVPD.

The LUMO energy comes out at 0.853 eV. Its electronic energy is -9876.028 eV. Its energy above the lowest of the compared OMol25 structures with the same formula, charge and spin is 93.0 kcal/mol. The HOMO energy comes out at -9.919 eV. The value obtained for the largest force on an atom is 0.037 Eh/bohr. As for the SMILES: C/N=C/OCC=O.[H][H].

CARTESIAN COORDINATES (ANGSTROEM)
C 2.8175 0.0354 -1.1724
N 1.4596 -0.0828 -0.6500
C 1.2285 0.3078 0.5255
O 0.0114 0.2450 1.1436
C -1.0507 -0.3906 0.4467
C -2.3751 -0.3195 1.1349
O -3.4106 -0.6775 0.6293
H 3.1711 -0.9559 -1.4751
H 2.8102 0.6609 -2.0713
H 3.5451 0.4581 -0.4608
H 1.9633 0.7493 1.2116
H -0.9539 -0.2585 -0.6327
H -1.1720 -1.4611 0.7418
H -2.2465 -0.2255 2.2279
H -2.6490 1.2049 -0.9125
H -3.1489 0.7102 -0.6864

Cartesian forces (eV/Å) of the 2 atoms listed first:
C -0.057 0.007 0.057
N -0.095 0.107 0.562

natural (NBO) atomic charge list, values in e, 8 entries: -0.43 -0.49 0.41 -0.50 -0.18 0.41 -0.54 0.21

Record 6
2 unconnected molecules or ions with the total composition C4H9NO2. Source: the Open Molecules 2025 dataset; level of theory: ωB97M-V/def2-TZVPD.

The LUMO energy comes out at 0.853 eV. Its electronic energy is -9877.998 eV. Its energy above the lowest of the compared OMol25 structures with the same formula, charge and spin is 47.6 kcal/mol. The HOMO energy comes out at -8.876 eV. The value obtained for the largest force on an atom is 0.012 Eh/bohr. As for the SMILES: [H]/N=C/O.C/C=C/O.

CARTESIAN COORDINATES (ANGSTROEM)
H 2.5400 1.6452 -0.6567
N 1.7721 0.9813 -0.6869
C 2.2191 -0.1990 -0.7847
O 1.4187 -1.2684 -0.8150
H 3.2650 -0.5135 -0.8576
H 0.5231 -0.9304 -0.6093
C -1.5188 1.2738 -0.2963
C -0.9340 0.3640 0.7365
C -1.1507 -0.9478 0.8078
O -0.6075 -1.7015 1.8124
H -0.7467 1.9543 -0.6610
H -2.3390 1.8763 0.1077
H -1.8970 0.7249 -1.1639
H -0.2628 0.8005 1.4716
H -1.8174 -1.4660 0.1156
H -0.4641 -2.5938 1.4798

Cartesian forces (eV/Å) of the 2 atoms listed first:
H -0.013 -0.008 -0.051
N 0.334 -0.235 0.004

natural (NBO) atomic charge list, values in e, 8 entries: 0.35 -0.74 0.42 -0.69 0.14 0.50 -0.64 -0.24